[1]
{"formula": "C35H40BF15N2O11S", "method": "the ωB97M-V functional and the def2-TZVPD basis", "e_lumo_ev": -0.16, "homo_lumo_gap_ev": 8.5, "symbols": ["C", "B", "O", "C", "C", "C", "C", "C", "C", "C", "C", "C", "C", "C", "C", "C", "N", "S", "N", "C", "H", "H", "H", "H", "H", "H", "H", "H", "H", "H", "H", "H", "H", "H", "H", "C", "C", "O", "C", "O", "C", "F", "F", "F", "H", "H", "H", "H", "H", "C", "C", "O", "C", "O", "C", "F", "F", "F", "H", "H", "H", "H", "H", "C", "C", "O", "C", "O", "C", "F", "F", "F", "H", "H", "H", "H", "H", "C", "C", "O", "C", "O", "C", "F", "F", "F", "H", "H", "H", "H", "H", "C", "C", "O", "C", "O", "C", "F", "F", "F", "H", "H", "H", "H", "H"], "xyz": [[-2.758, 5.216, -3.570], [-1.233, 5.372, -3.190], [-0.604, 6.571, -3.350], [-0.391, 4.142, -2.677], [-0.450, 3.519, -1.467], [-1.329, 3.992, -0.332], [-0.490, 4.519, 0.809], [-0.132, 3.675, 1.856], [0.683, 4.096, 2.886], [1.168, 5.393, 2.891], [0.794, 6.251, 1.869], [-0.027, 5.836, 0.828], [-0.367, 6.842, -0.240], [0.329, 2.338, -1.195], [1.197, 1.811, -2.086], [1.323, 2.449, -3.348], [2.123, 2.092, -4.359], [1.833, 3.139, -5.547], [0.721, 4.068, -4.871], [0.518, 3.595, -3.635], [-3.009, 5.883, -4.399], [-3.403, 5.459, -2.725], [-2.966, 4.196, -3.893], [-1.041, 7.134, -3.995], [-2.027, 4.753, -0.672], [-1.877, 3.128, 0.049], [-0.503, 2.658, 1.870], [0.949, 3.412, 3.681], [1.812, 5.738, 3.689], [1.154, 7.272, 1.862], [-0.425, 7.845, 0.178], [-1.323, 6.641, -0.721], [0.399, 6.856, -1.019], [0.207, 1.858, -0.237], [1.773, 0.926, -1.852], [1.060, -4.132, -0.063], [1.573, -3.834, 1.325], [2.119, -2.496, 1.405], [1.241, -1.523, 1.558], [0.053, -1.611, 1.650], [1.977, -0.171, 1.640], [2.931, -0.068, 0.713], [2.557, -0.026, 2.844], [1.121, 0.832, 1.476], [1.848, -3.975, -0.801], [0.722, -5.163, -0.124], [0.228, -3.481, -0.319], [2.400, -4.489, 1.592], [0.792, -3.952, 2.076], [-6.670, 0.794, 1.571], [-5.597, 1.802, 1.913], [-5.274, 2.630, 0.773], [-6.086, 3.649, 0.544], [-7.051, 3.971, 1.170], [-5.572, 4.443, -0.676], [-5.220, 3.627, -1.673], [-4.491, 5.153, -0.315], [-6.498, 5.280, -1.121], [-6.369, 0.193, 0.714], [-6.839, 0.132, 2.419], [-7.609, 1.289, 1.327], [-4.662, 1.309, 2.169], [-5.889, 2.438, 2.747], [-3.319, -8.580, -2.388], [-2.807, -8.201, -1.017], [-2.373, -6.824, -0.985], [-3.320, -5.915, -0.823], [-4.492, -6.096, -0.686], [-2.672, -4.515, -0.791], [-1.765, -4.383, -1.763], [-2.056, -4.338, 0.388], [-3.587, -3.566, -0.936], [-2.561, -8.380, -3.145], [-3.566, -9.641, -2.411], [-4.213, -8.012, -2.643], [-1.921, -8.776, -0.757], [-3.558, -8.360, -0.245], [4.091, -4.916, -5.518], [3.865, -6.410, -5.475], [3.511, -6.848, -4.143], [2.245, -6.694, -3.800], [1.357, -6.245, -4.461], [2.028, -7.233, -2.370], [2.996, -6.830, -1.542], [2.019, -8.572, -2.383], [0.863, -6.808, -1.892], [4.846, -4.623, -4.789], [4.431, -4.622, -6.510], [3.173, -4.373, -5.295], [4.777, -6.953, -5.711], [3.090, -6.723, -6.173], [2.960, 1.323, 5.828], [4.304, 1.020, 5.203], [5.337, 1.854, 5.775], [5.832, 1.453, 6.934], [5.529, 0.480, 7.558], [6.941, 2.427, 7.386], [6.568, 3.699, 7.225], [8.046, 2.218, 6.657], [7.236, 2.230, 8.665], [2.727, 2.384, 5.729], [2.181, 0.745, 5.333], [2.956, 1.073, 6.888], [4.304, 1.260, 4.143], [4.576, -0.028, 5.316]], "forces_ev_per_a": [[0.4908, -0.0918, -0.4199], [-0.4627, 0.0762, 0.0801], [0.3895, -0.2625, -0.3677], [0.1122, 0.3663, 0.0389], [-0.1200, -0.2867, 0.0465], [0.2906, -0.1399, 0.1432], [0.0138, 0.1781, 0.0751], [-0.2097, -0.1639, -0.0978], [0.2382, -0.0236, 0.2115], [-0.0923, 0.1089, -0.0846], [0.1427, -0.0280, 0.1397], [-0.0307, 0.2721, -0.0499], [0.0348, -0.0743, -0.0244], [-0.0316, 0.2022, -0.1463], [0.0952, -0.1467, 0.0293], [0.0455, -0.0023, -0.0787], [-0.1230, 0.1219, -0.0354], [0.0951, -0.1597, 0.0381], [-0.0911, 0.0717, 0.0439], [0.1865, -0.1356, -0.0496], [-0.1688, 0.0739, 0.0574], [-0.0377, -0.0160, 0.0440], [-0.1866, -0.0305, 0.1117], [-0.1878, 0.1777, 0.2494], [-0.1504, -0.1156, -0.0283], [-0.2757, 0.0756, -0.1026], [-0.0746, -0.0128, -0.0398], [-0.0246, -0.0344, 0.0197], [0.0273, 0.0194, 0.0206], [0.0069, 0.0363, 0.0563], [0.0435, 0.0278, 0.0752], [0.0429, 0.0130, 0.0018], [-0.0955, -0.0352, -0.0417], [-0.0284, 0.0537, 0.0313], [0.0570, -0.0221, -0.0732], [0.1244, 0.2890, -0.0805], [-0.0840, -0.4247, -0.0085], [0.0045, 0.0417, 0.0694], [0.0376, -0.0831, 0.0026], [-0.0408, 0.0184, 0.0144], [0.0755, 0.1258, -0.0803], [-0.0124, -0.0037, -0.0225], [-0.0266, -0.0828, 0.0218], [0.0511, -0.0757, 0.1282], [0.0397, -0.0946, 0.0243], [-0.0214, -0.0224, 0.0308], [-0.0364, -0.0127, 0.0361], [0.0883, 0.1068, -0.0162], [-0.0374, 0.1458, -0.0082], [-0.0519, 0.0737, -0.1755], [-0.0101, -0.2267, 0.2748], [0.0214, 0.0629, -0.0273], [0.0540, -0.0660, 0.0460], [-0.0421, 0.0120, -0.0039], [-0.0548, -0.1032, 0.0365], [0.0135, 0.0199, -0.0483], [0.0240, 0.0872, -0.0269], [0.0030, 0.0446, -0.0038], [0.0348, -0.0394, 0.0398], [0.0155, -0.0014, 0.0164], [-0.0039, 0.0183, 0.0573], [0.0452, 0.0376, -0.0927], [-0.0497, 0.0802, -0.0719], [-0.0020, 0.1721, -0.0800], [-0.0383, -0.3487, 0.0002], [0.0123, 0.0569, 0.0494], [0.0578, -0.0830, -0.0062], [-0.0373, 0.0095, -0.0079], [-0.0497, -0.0418, -0.0676], [0.0289, 0.0656, -0.0089], [-0.0192, 0.0400, 0.0420], [-0.0258, 0.0215, 0.0366], [0.0282, -0.0513, 0.0148], [0.0060, -0.0128, 0.0165], [-0.0299, -0.0280, 0.0429], [0.0611, 0.0904, -0.0094], [-0.0442, 0.1087, -0.0140], [-0.0719, 0.0393, 0.1817], [0.1510, 0.0774, -0.3212], [-0.0358, -0.0422, 0.0444], [0.0879, -0.0124, -0.0511], [-0.0445, 0.0084, -0.0036], [0.0221, 0.0779, -0.0288], [-0.0057, -0.0027, 0.0431], [-0.0120, -0.0344, 0.0172], [-0.0809, -0.0974, 0.0079], [0.0468, -0.0153, -0.0425], [0.0065, -0.0146, -0.0145], [-0.0232, -0.0192, -0.0536], [0.0061, -0.0343, 0.1059], [-0.0855, 0.0131, 0.0815], [0.0611, 0.1050, 0.1550], [-0.3016, -0.1222, -0.1788], [0.0857, -0.0163, 0.0080], [-0.0292, -0.0002, -0.0849], [0.0003, -0.0166, 0.0376], [-0.0800, -0.0463, 0.0170], [0.0297, 0.0414, 0.0171], [0.0457, 0.0217, -0.0133], [0.0404, 0.0134, 0.0290], [-0.0206, -0.0100, -0.0640], [0.0040, -0.0086, -0.0227], [0.0054, -0.0576, -0.0147], [0.0957, 0.1066, 0.0178], [0.0722, 0.0263, 0.1164]]}



[2]
{"formula": "CH3NOS", "method": "the ωB97M-V functional and the def2-TZVPD basis", "smiles": "C#S(N)=O", "relative_energy_ev": 4.926, "e_lumo_ev": -0.10, "homo_lumo_gap_ev": 9.8, "symbols": ["C", "N", "O", "S", "H", "H", "H"], "xyz": [[0.164, 1.681, 0.075], [0.691, -0.926, 0.046], [-1.700, -0.480, -0.020], [-0.463, 0.280, -0.125], [-0.646, 2.363, -0.084], [0.370, -1.889, 0.339], [1.584, -1.029, -0.230]], "forces_ev_per_a": [[0.0068, -0.3951, -0.4257], [-4.5646, -1.8480, 1.8277], [-0.1961, 0.5708, -0.2517], [1.9613, -2.4316, 0.8578], [-0.4647, 0.9632, 0.0147], [-0.3302, 2.0200, -0.5319], [3.5876, 1.1209, -1.4910]]}



[3]
{"formula": "C17H31BeN3P2", "method": "the ωB97M-V functional and the def2-TZVPD basis", "relative_energy_ev": 2.526, "e_lumo_ev": [-1.03, -1.03], "homo_lumo_gap_ev": [6.6, 6.6], "symbols": ["P", "P", "C", "C", "H", "H", "H", "H", "C", "H", "H", "H", "C", "H", "H", "H", "C", "H", "H", "H", "C", "H", "H", "H", "Be", "C", "C", "C", "C", "C", "C", "C", "C", "C", "H", "H", "H", "H", "H", "H", "H", "H", "H", "H", "H", "H", "H", "H", "H", "N", "C", "N", "C", "N"], "xyz": [[-0.124, -0.539, -2.261], [-0.280, -2.583, 0.250], [0.042, -2.403, -2.504], [-0.682, -3.211, -1.421], [1.122, -2.634, -2.558], [-0.409, -2.615, -3.485], [-1.780, -3.172, -1.532], [-0.363, -4.263, -1.453], [1.303, -3.371, 0.652], [1.643, -3.048, 1.644], [2.051, -3.079, -0.097], [1.141, -4.455, 0.632], [-1.473, -3.329, 1.397], [-1.146, -4.363, 1.567], [-2.477, -3.309, 0.950], [-1.494, -2.779, 2.349], [0.793, -0.081, -3.771], [0.768, 1.005, -3.933], [0.325, -0.609, -4.614], [1.837, -0.410, -3.653], [-1.869, -0.455, -2.837], [-2.515, -0.792, -2.016], [-1.991, -1.113, -3.713], [-2.116, 0.582, -3.097], [0.666, 3.114, -0.563], [-0.270, -0.167, 3.190], [0.849, -0.730, 2.705], [1.469, -0.404, 1.385], [1.464, 1.072, 1.008], [0.527, 1.325, -0.158], [-0.847, 0.960, -0.073], [-1.528, 0.227, 1.001], [-1.282, 0.656, 2.463], [0.308, 3.861, -2.042], [-0.501, -0.279, 4.262], [1.399, -1.460, 3.316], [0.904, -0.914, 0.562], [2.491, -0.817, 1.334], [1.218, 1.704, 1.868], [2.491, 1.325, 0.704], [1.066, 1.126, -1.124], [-1.518, 1.432, -0.805], [-1.287, -0.869, 0.935], [-2.624, 0.303, 0.835], [-1.091, 1.741, 2.526], [-2.236, 0.483, 2.998], [-0.525, 4.557, -1.832], [-0.011, 3.221, -2.872], [1.161, 4.454, -2.409], [0.970, 3.956, 0.783], [1.102, 4.583, 1.779], [1.279, 5.486, 2.657], [1.092, 5.474, 3.954], [0.957, 5.604, 5.117]], "forces_ev_per_a": [[-0.4349, -2.3826, -0.9669], [-0.4439, 0.4094, -0.4748], [-0.0991, 0.4331, -0.1691], [0.1755, -0.8125, 0.2214], [-0.4467, -0.0449, 0.1117], [0.3069, -0.1862, 0.1195], [0.4256, 0.0057, -0.0718], [-0.3226, 0.0142, -0.3097], [-0.1032, -0.5587, -0.0513], [-0.0901, -0.1984, -0.2984], [-0.1401, -0.1253, 0.2073], [0.4071, 0.0167, 0.0826], [0.0289, -0.9111, -0.0124], [-0.5202, 0.0317, 0.2454], [0.2621, -0.0740, 0.1663], [0.1019, -0.1858, -0.3232], [-0.0717, 0.0924, -0.3201], [0.0541, -0.2864, -0.0516], [0.3226, 0.2590, -0.0585], [-0.3052, 0.1608, -0.1305], [0.0948, 0.1045, -0.2732], [-0.0015, 0.1012, -0.2505], [-0.2046, 0.3219, 0.2422], [-0.1156, -0.2776, 0.0368], [-0.4139, 0.8525, 0.4865], [0.7866, -0.3626, 0.8024], [-0.2398, 0.1118, 0.4504], [0.2265, -0.7067, -0.6550], [0.3083, -0.0414, 0.0225], [-0.6314, -0.5648, 1.0288], [2.3094, 1.7981, -0.4602], [-1.4409, 0.4724, 0.6475], [-0.3235, 0.2257, 0.0572], [-0.0162, 0.0217, -0.2840], [0.1149, -0.3585, -0.5500], [-0.2533, 0.5812, 0.0716], [0.7452, 0.5131, 0.8539], [-0.3465, 0.1975, 0.2295], [0.1026, -0.1894, -0.1862], [-0.3650, 0.2620, 0.0720], [-0.9966, 1.0981, 1.0091], [0.3782, -0.8493, -0.3077], [0.1283, 1.0408, -0.3636], [0.5717, 0.0031, -0.0736], [0.0074, -0.2898, 0.0643], [0.4077, 0.2359, -0.2930], [0.2872, -0.0549, -0.1797], [-0.0112, 0.0207, -0.0015], [-0.2970, -0.0113, 0.0762], [0.2256, 0.3535, 1.0592], [-0.0645, 0.7165, -0.5188], [-0.0156, -0.7710, -1.0077], [-0.3067, 0.1638, 2.5880], [0.2425, -0.3759, -2.3091]]}



[4]
{"formula": "C2H4N2O2S2", "method": "the ωB97M-V functional and the def2-TZVPD basis", "smiles": "O/N=C/OC(=S)NS", "relative_energy_ev": 1.631, "e_lumo_ev": 0.50, "homo_lumo_gap_ev": 9.6, "symbols": ["C", "C", "H", "H", "H", "H", "N", "N", "O", "O", "S", "S"], "xyz": [[-0.630, 0.641, 0.020], [1.622, -0.060, -0.078], [-2.231, -1.841, 1.205], [-2.604, 0.803, 0.097], [1.907, 0.947, -0.287], [4.212, -1.449, 0.124], [-1.886, 0.132, 0.053], [2.389, -1.033, 0.099], [0.276, -0.342, 0.014], [3.713, -0.636, -0.042], [-2.331, -1.505, -0.111], [-0.336, 2.266, 0.009]], "forces_ev_per_a": [[0.1135, 0.3802, -0.0443], [-0.5951, -0.1647, 0.1104], [-0.0425, 0.0403, -0.4091], [-0.8141, 0.8113, 0.0346], [0.0909, 0.5581, -0.1328], [-0.2211, 0.2278, -0.0487], [0.7639, -0.9658, -0.1076], [0.1528, -0.3727, 0.0670], [0.2745, -0.1699, -0.0145], [0.2071, -0.1647, 0.0319], [0.1025, 0.1086, 0.4872], [-0.0323, -0.2885, 0.0257]]}



[5]
{"formula": "C3H4N2O", "method": "the ωB97M-V functional and the def2-TZVPD basis", "smiles": "Nc1cnco1", "relative_energy_ev": 1.044, "e_lumo_ev": 0.83, "homo_lumo_gap_ev": 9.3, "symbols": ["N", "C", "C", "N", "C", "O", "H", "H", "H", "H"], "xyz": [[1.772, -0.326, 0.297], [0.415, -0.024, 0.289], [-0.381, 1.072, 0.243], [-1.666, 0.665, -0.111], [-1.581, -0.612, -0.218], [-0.354, -1.116, 0.050], [1.896, -0.943, -0.502], [2.328, 0.504, 0.139], [-0.122, 2.113, 0.378], [-2.306, -1.334, -0.564]], "forces_ev_per_a": [[-0.0013, 0.1321, -0.0480], [-0.1268, 0.1659, -0.3572], [0.2139, 0.0199, -0.0043], [-0.0748, -0.3189, 0.1656], [-0.3183, 0.1233, -0.0585], [0.0317, 0.0097, -0.2800], [0.4278, -0.0893, 0.2273], [0.0119, -0.0181, 0.1526], [-0.0353, -0.1975, -0.0288], [-0.1288, 0.1729, 0.2313]]}



[6]
{"formula": "C15H25O3S", "method": "the ωB97M-V functional and the def2-TZVPD basis", "total_charge": 1, "e_lumo_ev": -3.27, "homo_lumo_gap_ev": 8.2, "symbols": ["C", "C", "O", "C", "C", "O", "C", "C", "O", "C", "S", "C", "C", "C", "C", "C", "C", "C", "C", "H", "H", "H", "H", "H", "H", "H", "H", "H", "H", "H", "H", "H", "H", "H", "H", "H", "H", "H", "H", "H", "H", "H", "H", "H"], "xyz": [[-4.154, 6.494, -0.251], [-4.503, 5.673, -1.524], [-3.481, 4.805, -1.990], [-2.895, 4.024, -0.966], [-2.190, 2.822, -1.621], [-1.029, 2.520, -0.841], [-0.739, 1.149, -0.727], [0.579, 0.813, -1.464], [1.374, -0.062, -0.632], [2.273, -0.837, -1.377], [3.804, -1.050, -0.429], [3.497, -1.922, 1.139], [2.059, -2.431, 1.390], [1.976, -3.934, 1.633], [0.920, -4.609, 1.059], [0.722, -5.957, 1.238], [1.631, -6.642, 2.019], [2.687, -5.994, 2.593], [2.868, -4.639, 2.408], [-4.727, 6.112, 0.598], [-4.518, 7.514, -0.419], [-3.084, 6.573, -0.060], [-4.668, 6.393, -2.331], [-5.467, 5.166, -1.364], [-2.092, 4.622, -0.507], [-3.594, 3.723, -0.174], [-2.918, 2.006, -1.661], [-1.862, 3.174, -2.607], [-0.594, 0.935, 0.342], [-1.525, 0.488, -1.111], [0.386, 0.370, -2.448], [1.109, 1.769, -1.571], [2.459, -0.451, -2.384], [1.835, -1.846, -1.451], [4.143, 0.212, -0.068], [4.235, -2.728, 1.190], [3.771, -1.239, 1.949], [1.324, -2.176, 0.627], [1.706, -1.959, 2.316], [0.204, -4.076, 0.433], [-0.127, -6.449, 0.778], [1.489, -7.707, 2.176], [3.401, -6.517, 3.223], [3.714, -4.131, 2.868]], "forces_ev_per_a": [[-0.7278, 0.1288, -0.5518], [0.0443, 1.0321, 0.1208], [-0.4820, -0.4125, 0.3596], [1.0221, 0.2784, -0.1514], [-0.3696, 1.2613, 0.2466], [-0.6370, -0.7378, -0.1947], [0.6738, -0.3419, 0.2497], [-0.3266, 0.9126, 0.3772], [0.2031, -0.0664, -0.6464], [-1.6273, 0.0065, 1.0338], [1.1098, -0.3459, -0.7371], [-0.4687, 0.1920, 0.8919], [-0.0707, -0.5686, 0.6994], [-0.0117, 0.7428, -0.5891], [-0.9599, 0.2980, -0.7789], [0.0139, -0.0817, 0.0596], [-0.6848, -1.2488, -0.1381], [0.9800, 0.0758, 0.7271], [0.4594, 0.4473, 0.1433], [0.5315, -0.0115, 0.1544], [0.1010, -0.1409, 0.1157], [-0.1415, -0.1811, 0.0799], [0.0921, -0.3311, -0.0687], [0.3161, -0.2931, -0.0531], [-0.1999, -0.2109, 0.1996], [-0.0620, 0.0004, -0.2576], [0.4604, -0.2088, -0.2485], [-0.2757, -0.3861, -0.0606], [0.0329, -0.1127, -0.2150], [-0.1328, 0.3090, 0.1451], [0.1288, -0.0539, 0.1861], [0.0196, -0.2394, -0.1886], [0.5395, 0.0207, 0.2612], [0.6275, -0.0557, -0.2072], [-0.5348, -0.1819, 0.0465], [-0.1722, 0.0595, -0.4824], [0.0384, 0.1785, -0.4051], [0.3000, 0.1810, 0.0084], [0.0562, 0.1862, -0.2887], [0.1663, 0.0577, 0.1414], [0.1333, -0.0239, 0.0675], [0.1106, 0.1257, 0.0333], [-0.1625, -0.1081, -0.1367], [-0.1130, -0.1515, 0.0517]]}



no.,total energy (Eh)
1,-4216.0504
2,-567.9197
3,-1527.9409
4,-1134.8972
5,-301.4489
6,-1210.1037